(1)
Computed, not measured: a structure of composition C45H117CuN5O17 in a non-equilibrium geometry, with ωB97M-V with the def2-TZVPD basis set.

```
185
C45H117CuN5O17 | the Open Molecules 2025 dataset | ωB97M-V with the def2-TZVPD basis set
Cu -25.367 14.485 4.017
O -24.890 17.538 3.900
O -31.596 18.860 9.431
O -22.293 17.095 12.685
O -29.142 13.987 11.120
O -23.366 13.692 4.486
O -22.991 12.666 12.142
O -23.381 16.915 0.369
O -19.199 10.513 5.520
O -25.774 15.657 5.792
O -29.611 12.167 8.953
O -27.366 15.059 3.262
O -27.506 19.271 12.286
O -24.701 11.566 6.937
O -23.049 20.917 9.394
O -17.353 17.506 14.596
O -29.271 17.859 4.238
O -27.702 21.030 16.587
N -20.269 17.868 14.966
N -24.922 15.401 2.080
N -30.081 19.076 7.039
N -22.157 10.631 5.871
N -28.991 19.547 14.613
C -21.339 9.445 5.603
C -23.262 19.960 7.184
C -26.888 21.339 17.685
C -19.329 17.328 15.923
C -22.514 17.701 13.946
C -23.489 15.544 0.025
C -28.063 18.202 4.884
C -17.972 18.000 15.750
C -23.216 17.544 11.712
C -29.462 12.921 7.767
C -25.883 12.179 7.404
C -26.122 15.860 1.371
C -31.847 19.933 8.548
C -28.965 20.492 16.873
C -28.955 15.399 11.085
C -29.725 20.364 15.568
C -26.968 16.189 7.799
C -32.737 18.379 10.092
C -23.522 11.846 7.621
C -22.563 14.764 4.886
C -25.276 19.725 2.901
C -24.772 13.599 10.832
C -22.322 17.198 1.278
C -29.654 19.541 13.319
C -25.774 16.479 6.894
C -30.550 20.249 7.784
C -19.925 9.488 6.145
C -27.332 16.076 2.268
C -23.308 19.694 8.702
C -29.525 12.063 6.512
C -21.531 17.129 14.961
C -24.520 16.315 7.775
C -21.139 14.420 5.319
C -28.825 18.808 12.277
C -24.034 14.674 1.166
C -26.660 18.610 11.391
C -24.650 18.928 4.029
C -28.593 15.024 3.977
C -23.505 13.882 11.624
C -30.342 17.525 5.089
C -22.526 10.738 7.294
C -16.005 17.917 14.386
C -30.890 18.694 5.898
C -17.822 10.447 5.782
C -29.938 15.995 10.092
H -26.611 20.438 18.245
H -22.386 16.634 2.218
H -22.468 18.792 13.841
H -28.699 13.652 11.906
H -24.435 13.717 0.829
H -27.238 17.968 4.213
H -31.906 18.390 6.200
H -29.463 14.854 3.340
H -23.259 18.993 6.678
H -17.335 11.307 5.322
H -17.387 17.779 16.654
H -21.127 13.908 6.279
H -28.062 19.277 5.085
H -22.531 15.525 4.094
H -22.826 14.354 10.912
H -23.558 19.045 4.055
H -28.073 19.968 14.511
H -29.748 17.031 9.810
H -21.330 16.090 14.671
H -24.972 19.330 4.994
H -23.179 12.876 7.447
H -27.884 17.688 5.831
H -15.577 17.304 13.603
H -33.057 19.073 10.872
H -24.365 15.305 8.172
H -22.497 19.005 8.954
H -29.321 12.563 5.569
H -30.333 13.583 7.671
H -29.761 20.517 8.488
H -24.221 15.593 -0.788
H -15.462 17.883 15.335
H -25.914 13.275 7.374
H -29.104 15.845 12.071
H -26.350 19.542 2.850
H -17.364 9.533 5.398
H -27.076 18.545 10.377
H -29.796 20.582 12.977
H -19.621 17.450 16.968
H -16.084 18.966 14.073
H -27.317 22.078 18.369
H -30.703 19.934 15.793
H -27.950 15.637 10.721
H -32.616 19.671 7.819
H -22.557 15.172 -0.413
H -21.306 9.386 4.509
H -29.314 18.995 11.311
H -23.575 16.530 7.260
H -22.102 21.071 9.403
H -18.078 19.089 15.697
H -19.858 17.904 14.042
H -26.674 11.708 6.828
H -24.499 13.158 9.877
H -28.491 13.430 7.773
H -28.302 16.051 1.764
H -25.300 17.150 4.707
H -23.150 18.640 11.674
H -28.483 14.154 4.619
H -29.587 21.142 17.505
H -29.851 21.399 15.209
H -30.979 19.523 5.188
H -23.011 15.223 5.779
H -26.374 17.588 11.665
H -28.880 19.513 17.360
H -20.587 15.354 5.436
H -24.838 19.476 1.929
H -21.383 16.864 0.821
H -25.710 17.541 6.591
H -30.742 21.126 7.166
H -32.072 20.823 9.148
H -32.501 17.403 10.513
H -19.984 9.579 7.237
H -24.556 16.975 8.651
H -19.166 16.250 15.754
H -23.191 14.289 1.752
H -24.233 17.187 11.875
H -26.418 15.080 0.661
H -25.965 21.748 17.275
H -29.214 12.719 9.638
H -29.914 15.461 9.137
H -27.145 16.888 8.625
H -22.827 17.238 10.740
H -28.700 15.926 4.576
H -25.513 13.056 11.423
H -21.771 8.496 5.931
H -19.479 8.499 5.973
H -25.751 19.209 11.329
H -17.626 10.549 6.856
H -31.118 17.125 4.438
H -26.047 11.944 8.467
H -26.973 15.173 8.197
H -30.977 15.940 10.418
H -24.416 16.242 2.350
H -28.873 11.186 6.522
H -22.960 9.778 7.577
H -33.586 18.142 9.439
H -25.323 14.521 10.594
H -23.514 17.410 14.311
H -28.883 17.720 12.399
H -27.252 17.055 2.755
H -22.379 18.257 1.506
H -20.601 13.811 4.590
H -23.338 12.483 13.015
H -22.026 17.212 15.928
H -24.273 19.271 8.969
H -25.090 20.798 2.977
H -30.030 16.733 5.790
H -21.626 10.924 7.901
H -30.542 11.656 6.527
H -30.162 18.330 7.728
H -22.393 20.554 6.910
H -21.562 11.416 5.661
H -24.159 20.538 6.960
H -23.609 11.707 8.715
H -30.655 19.110 13.368
H -27.878 16.299 7.192
H -23.696 14.596 12.430
H -25.926 16.740 0.754
```

The value obtained for the energy relative to the best compared isomer or geometry (same formula, charge and spin) is 0.0 kcal per mole. The HOMO-LUMO gap (spin up / spin down) comes out at 8.62 / 6.76 eV. The spin multiplicity is 2. The total energy is -4977.66260 Ha.



(2)
Computed, not measured: an isolated molecule of C4H9NS in a non-equilibrium geometry, with ωB97M-V with the def2-TZVPD basis set.

```
15
C4H9NS | the Open Molecules 2025 dataset | ωB97M-V with the def2-TZVPD basis set
S -3.500 -0.042 0.079
N 0.466 -0.054 -0.304
C 0.467 1.429 0.070
C -0.792 -0.626 0.202
C 1.609 -0.796 -0.025
C -1.994 -0.081 -0.530
H 0.772 1.568 1.129
H 2.493 -0.339 -0.430
H 1.512 -1.762 -0.443
H -0.784 -1.693 -0.067
H -0.853 -0.570 1.296
H 1.756 -1.030 1.065
H 1.136 2.026 -0.533
H -0.524 1.847 0.038
H -1.764 0.125 -1.547
```

The value obtained for the energy relative to the best compared isomer or geometry (same formula, charge and spin) is 39.8 kcal per mole. As for the SMILES: CN(C)CC=S. The HOMO-LUMO gap comes out at 8.54 eV. The total energy is -610.69023 Ha.



(3)
Computed, not measured: a cluster of 2 separate species, C34H35N2O4PS2 in total in a non-equilibrium geometry, with ωB97M-V with the def2-TZVPD basis set.

```
78
C34H35N2O4PS2 | the Open Molecules 2025 dataset | ωB97M-V with the def2-TZVPD basis set
S 1.278 3.801 2.198
S 0.528 1.539 3.951
P -0.256 -1.479 -0.321
O 1.163 3.877 0.761
O -0.076 0.294 3.518
O 1.167 1.668 5.241
O 2.086 4.737 2.952
N -1.601 -0.594 -0.981
N 0.281 -1.765 -1.961
C 4.526 1.050 0.606
C 5.350 3.592 1.416
C 2.413 1.285 1.932
C 4.265 2.973 2.035
C -6.777 0.596 1.190
C -0.702 2.829 3.758
C -2.579 4.773 3.115
C -0.371 3.867 2.905
C 0.628 -4.025 -2.901
C -2.864 -0.381 -0.325
C -0.443 -1.040 -2.893
C 6.054 2.933 0.404
C -3.940 -1.254 -0.566
C -5.410 0.237 0.687
C -1.488 -0.381 -2.346
C -5.198 -0.928 -0.059
C 1.160 -2.821 -2.395
C -3.761 -2.510 -1.363
C 2.883 -4.777 -3.445
C -1.977 2.753 4.311
C -0.841 -4.317 -2.883
C 3.785 -5.829 -4.020
C 2.546 -2.592 -2.422
C 3.087 -1.285 -1.935
C 3.393 -3.576 -2.937
C -2.918 3.726 3.979
C -3.045 0.770 0.460
C 3.718 1.764 1.520
C 5.663 1.633 0.043
C -4.318 1.066 0.961
C -1.871 1.651 0.740
C -1.293 4.857 2.583
C 1.502 -4.987 -3.408
C 1.583 2.110 2.657
H 2.811 -1.088 -0.892
H -4.700 -3.076 -1.332
H -1.458 -3.455 -3.155
H -2.975 -3.165 -0.962
H -1.380 2.013 -0.175
H 4.226 0.035 0.337
H -4.458 1.968 1.564
H 1.089 -5.923 -3.792
H 6.250 1.074 -0.686
H 3.533 -6.045 -5.066
H 0.629 -0.331 0.112
H -0.185 -1.091 -3.943
H 4.827 -5.501 -3.982
H 2.172 0.229 1.830
H 4.472 -3.402 -2.952
H 6.916 3.409 -0.068
H -0.984 5.668 1.926
H -2.189 2.522 1.316
H -7.501 -0.180 0.925
H 3.839 3.430 2.925
H -2.204 1.932 4.987
H -1.049 -5.117 -3.604
H -1.123 1.120 1.344
H -3.317 5.531 2.852
H 3.694 -6.774 -3.469
H 2.734 -0.440 -2.545
H 4.181 -1.303 -1.991
H -3.543 -2.315 -2.422
H -3.922 3.664 4.399
H -7.125 1.543 0.759
H -2.237 0.202 -2.866
H -6.038 -1.599 -0.257
H -6.779 0.716 2.280
H -1.181 -4.683 -1.904
H 5.639 4.591 1.741
```

As for the SMILES: Cc1cc(C)c(N2C=CN(c3c(C)cc(C)cc3C)P2)c(C)c1.O=S1(=O)C(=Cc2ccccc2)S(=O)(=O)c2ccccc21. The HOMO-LUMO gap comes out at 5.69 eV. The total energy is -2864.71897 Ha.